The following is a quantum chemistry calculation of one molecule with the formula C6H13NOSi at a distorted geometry, from the OMol25 dataset.

- ΔE to the lowest compared entry with this formula, charge and spin: 179.57 kJ/mol
- SMILES: C[Si](C)(C)OCCC#N
- DFT total energy: -655.910558 hartree
- HOMO-LUMO gap: 0.3952 Ha
- Max |F|: 5.77 eV/A
- LUMO: 0.673 eV
- HOMO energy: -0.3705 hartree

The geometry in XYZ format:
```
22
Properties=species:S:1:pos:R:3:lowdin_charge:R:1
C -1.98174 -0.51550 -0.32344 -0.125
Si -0.10015 -0.63029 -0.71597 0.457
C 0.52267 -2.35772 -1.39381 -0.140
C 0.17654 0.78155 -1.94748 -0.158
O 0.89477 -0.40984 0.52619 -0.202
C 1.40831 0.64073 1.18257 -0.286
C 0.30785 1.54449 1.72084 -0.126
C -0.22576 1.09981 3.03448 -0.230
N -0.59805 0.76025 4.05102 0.142
H -2.17135 0.30833 0.28627 -0.005
H -2.70722 -0.62933 -0.99260 -0.024
H -2.14847 -1.35145 0.40550 0.056
H 0.32600 -2.18720 -2.43817 0.004
H 1.57338 -2.53407 -1.09976 0.032
H -0.10551 -3.12846 -0.86798 0.039
H -0.47239 0.44652 -2.78371 0.043
H -0.17314 1.69744 -1.53107 0.014
H 1.20882 0.77962 -2.25902 0.027
H 1.97118 1.13792 0.38222 0.125
H 2.18478 0.31997 1.79808 0.112
H -0.49293 1.60674 0.96494 0.095
H 0.60242 2.62049 2.00090 0.151
```


The following is a quantum chemistry calculation of a 3-piece molecular cluster, C3H11NO2 overall at a distorted geometry, from the OMol25 dataset.

- ΔE to the lowest compared entry with this formula, charge and spin: 325.10 kJ/mol
- DFT total energy: -325.976365 hartree
- HOMO-LUMO gap (alpha / beta): 0.0586 / 0.2070 Ha
- Expectation value of S²: 0.754
- Max |F|: 5.34 eV/A
- Net charge: -1
- Multiplicity: 2
- LUMO (alpha / beta): 2.419 / 2.418 eV
- HOMO energy (alpha / beta): 0.0303 / -0.1182 hartree

The geometry in XYZ format:
```
17
Properties=species:S:1:pos:R:3:lowdin_charge:R:1
N -3.77688 -0.89478 -2.04380 -0.100
C -2.83875 0.01317 -1.46666 -0.525
C -2.75074 0.62115 0.87938 -0.212
C -3.00737 0.91195 -0.36150 -0.445
H -4.30378 -0.28267 -2.69424 0.019
H -4.44014 -1.22223 -1.30597 0.049
H -2.82286 0.74485 -2.22301 0.024
H -1.95001 -0.72659 -1.33227 0.106
H -2.31483 1.42439 1.59796 0.018
H -3.02730 -0.40394 1.22970 0.012
H -3.48314 1.91624 -0.74636 0.055
H 6.90617 3.26309 0.53018 0.045
H 5.95287 3.60536 -0.56050 0.042
O 6.20678 2.83032 -0.01535 -0.087
H 5.06678 -3.37829 3.31292 0.030
H 4.94393 -4.48701 2.41751 0.030
O 5.63927 -3.93502 2.78199 -0.059
```


The following is a quantum chemistry calculation of a 2-piece molecular cluster, CH2ClOP overall at a distorted geometry, from the OMol25 dataset.

- ΔE to the lowest compared entry with this formula, charge and spin: 120.01 kJ/mol
- DFT total energy: -916.025949 hartree
- HOMO-LUMO gap: 0.3211 Ha
- Max |F|: 3.29 eV/A
- LUMO: -1.019 eV
- HOMO energy: -0.3585 hartree

The geometry in XYZ format:
```
6
Properties=species:S:1:pos:R:3:lowdin_charge:R:1
C -1.80568 0.88528 0.12746 -0.690
O -2.16842 1.95768 -0.08498 0.102
P -0.47338 -0.05783 0.80651 0.873
Cl -3.74343 -0.63670 -0.08463 -0.140
H 0.47072 0.87497 0.33586 -0.073
H -0.36828 -0.90538 -0.28942 -0.071
```


Copy entry 3 word for word.
The following is a quantum chemistry calculation of a 2-piece molecular cluster, CH2ClOP overall at a distorted geometry, from the OMol25 dataset.

- ΔE to the lowest compared entry with this formula, charge and spin: 120.01 kJ/mol
- DFT total energy: -916.025949 hartree
- HOMO-LUMO gap: 0.3211 Ha
- Max |F|: 3.29 eV/A
- LUMO: -1.019 eV
- HOMO energy: -0.3585 hartree

The geometry in XYZ format:
```
6
Properties=species:S:1:pos:R:3:lowdin_charge:R:1
C -1.80568 0.88528 0.12746 -0.690
O -2.16842 1.95768 -0.08498 0.102
P -0.47338 -0.05783 0.80651 0.873
Cl -3.74343 -0.63670 -0.08463 -0.140
H 0.47072 0.87497 0.33586 -0.073
H -0.36828 -0.90538 -0.28942 -0.071
```


Which value of ΔE to the lowest compared entry with this formula, charge and spin does entry 3 give?
120.01 kJ/mol


What is the max |F| in the second record?
5.34 eV/A